Entry 1:
C3H4OS | ωB97M-V/def2-TZVPD

Geometry as XYZ:
```
9
C3H4OS ωB97M-V/def2-TZVPD
H 2.92 -0.25 0.51
S -1.75 0.02 -0.03
C 1.89 -0.07 -0.07
H 0.92 1.99 -0.62
H 0.77 1.15 1.33
H 2.35 0.31 -1.28
C -0.16 -0.05 -0.07
C 0.81 1.05 0.13
O 0.73 -1.13 0.07
```



Entry 2:
C2H7IN2 | ωB97M-V/def2-TZVPD

Geometry as XYZ:
```
12
C2H7IN2 ωB97M-V/def2-TZVPD
H -0.13 -1.50 -0.91
N -1.03 -0.29 0.91
H -0.43 1.57 1.55
C -0.24 -1.81 0.15
H -0.54 1.38 -1.14
H 0.87 2.32 -0.13
H -1.09 -2.56 0.49
N -0.26 0.78 0.89
H 0.79 -2.03 0.59
H 1.02 0.67 -0.88
I -3.01 -0.01 -0.03
C 0.28 1.35 -0.33
```



Entry 3:
C28H77F6N7NaO7P | ωB97M-V/def2-TZVPD

Geometry as XYZ:
```
127
C28H77F6N7NaO7P ωB97M-V/def2-TZVPD
H -1.56 1.73 3.40
H 1.12 1.42 -1.51
H 3.25 4.61 -5.87
H 2.18 2.90 0.62
H -0.80 5.21 0.11
C 3.47 -0.59 1.50
F 0.48 -2.11 0.45
H 0.08 6.72 0.06
H -3.30 -0.13 4.54
H -5.23 2.74 -1.85
C 2.07 0.38 -3.76
C 1.31 4.88 0.34
H 5.84 0.40 5.62
O 1.01 3.47 2.27
H -1.67 -4.89 -0.40
H -1.50 3.06 -6.01
H 1.22 5.58 -1.60
H 1.09 2.99 -4.71
H -1.40 -4.11 -2.96
H -1.47 2.99 6.63
H -2.50 3.24 3.18
H 6.32 1.81 4.94
H 4.14 0.38 3.80
H 0.09 1.83 -2.72
H 1.19 0.35 -4.41
N -3.74 1.46 1.61
H 3.16 -6.74 5.47
H 3.77 3.42 -7.05
H -4.02 0.56 -5.45
C -2.49 2.25 3.64
C 1.53 2.33 2.91
H 2.13 5.46 0.76
C -1.93 2.07 -5.86
C 3.02 3.62 -6.30
C -3.60 1.37 3.07
H 1.16 1.40 2.48
C -3.46 -0.11 3.46
H -1.95 -2.38 -4.88
N -5.58 0.38 -3.18
H 1.26 2.39 3.97
H -1.61 -6.37 -1.33
H 4.71 -1.23 3.58
H 2.03 3.78 -6.75
N 1.62 4.79 -1.10
H 2.95 -5.85 3.94
H -2.82 1.38 1.17
H 1.22 3.97 -1.56
N 6.48 0.81 4.95
H 0.18 -3.01 4.41
H 2.99 2.05 -2.54
F -0.74 -0.42 1.20
O 4.75 -0.09 1.87
C -3.66 1.13 -4.58
H -2.42 -5.31 -3.82
C 1.02 -3.21 3.73
H 2.54 -0.11 1.81
H -6.32 0.72 -2.59
H 7.46 -1.28 2.44
H 2.51 -7.55 4.08
F 0.97 0.00 -0.22
C 2.09 2.89 -4.28
H -2.64 -0.61 2.95
H -4.40 -0.61 3.24
C 7.39 -0.89 3.46
N 0.98 2.04 -2.30
H -0.04 -6.60 3.65
H 2.63 2.34 2.92
C -4.41 2.50 -2.53
H -2.16 4.20 5.71
C 0.04 5.75 0.55
H -3.97 2.44 1.44
H -0.78 3.24 4.99
H -0.22 -5.30 1.48
H 8.36 -0.48 3.73
O -2.93 2.30 -4.88
H -2.23 -2.16 -2.54
O 3.01 2.64 -5.31
H -3.63 -1.95 -5.20
C -3.34 -3.37 -3.57
H -5.56 2.04 -4.27
H 1.99 -0.34 -2.94
H -3.70 -1.43 -2.98
H 2.95 0.14 -4.35
O -2.57 2.22 5.07
C 2.13 1.82 -3.17
C 4.92 -0.20 3.28
C 6.34 0.21 3.63
C 0.78 -4.59 3.15
H -3.55 2.00 -2.07
H 6.68 0.96 2.90
H -0.54 -5.35 4.68
H 7.23 -1.72 4.15
H -3.99 3.41 -2.96
C 1.26 3.44 0.87
H -4.37 -3.71 -3.65
F -1.65 -1.88 -0.24
H -2.98 0.42 -4.09
H 3.48 -0.65 0.41
H -2.23 1.70 -6.84
H -1.14 1.51 -5.34
N -0.20 -4.48 2.06
C 0.34 -5.69 4.13
C -1.69 3.22 5.58
H -5.82 -0.34 -3.83
P -0.33 -0.92 -0.31
H 0.05 -3.74 1.42
H 0.51 2.82 0.36
Na -3.88 -2.96 -0.20
C -2.96 -2.77 -4.96
H 2.28 3.84 -3.77
C 2.51 -6.59 4.61
O 1.29 -6.08 5.10
H -3.09 -3.61 -5.65
H 1.96 -3.12 4.26
H -0.11 5.92 1.62
F -0.09 -1.51 -1.79
H -2.97 -6.13 -0.26
H -4.55 1.61 3.55
H 1.72 -4.93 2.69
N -3.25 -2.25 -2.60
O -3.06 -4.96 -1.92
H 0.87 -2.39 3.02
C -2.30 -5.60 -0.94
C -4.80 1.54 -3.64
C -2.42 -4.48 -3.11
H 3.43 -1.64 1.81
F -1.20 0.31 -0.91
```



Entry 4:
21
Properties=species:S:1:pos:R:3 method="wB97M-V/def2-TZVPD" smiles=CCN[C@H](CO)CS
H 0.74 0.88 -1.88
O -0.74 -2.34 1.76
C 1.17 0.78 -0.88
H 0.31 -1.86 0.05
H -1.13 -2.77 0.99
H -1.04 -0.65 -1.37
N 0.14 0.96 0.13
H 2.67 1.50 0.33
H 0.50 1.50 0.90
S -2.89 -1.69 -0.46
H 0.93 -1.07 1.47
H 1.91 2.90 -0.46
H -2.17 0.61 -0.91
C 2.22 1.86 -0.61
C -0.01 -1.36 0.98
H -3.62 -1.11 0.49
C -0.80 -0.03 0.63
H 1.75 -0.16 -0.77
H -1.31 0.46 1.47
H 3.08 1.90 -1.28
C -1.70 -0.31 -0.56



Frontier orbital gap values, unit eV, following the record order: 9.15 8.09 7.24 9.45.
Energy above the lowest of the compared OMol25 structures with the same formula, charge and spin values, unit eV, following the record order: 3.1206 2.2212 1.6715 1.5687.